Entry 1:
{"formula": "C11H22BF2N3O14", "method": "ωB97M-V/def2-TZVPD", "species": ["B", "H", "H", "H", "H", "C", "C", "O", "O", "H", "H", "H", "C", "C", "O", "C", "O", "O", "F", "H", "H", "H", "C", "C", "O", "C", "O", "O", "F", "H", "H", "H", "C", "N", "O", "O", "H", "H", "H", "C", "N", "O", "O", "H", "H", "H", "C", "N", "O", "O", "H", "H", "H"], "xyz": [[4.641, 1.738, 2.710], [5.096, 2.373, 1.966], [5.348, 0.968, 2.980], [4.383, 2.346, 3.563], [3.748, 1.268, 2.328], [-0.085, -0.245, -0.041], [0.647, 0.975, 0.586], [0.974, 1.920, -0.127], [0.832, 1.020, 1.827], [0.375, -1.214, 0.154], [-0.153, -0.266, -1.129], [-1.041, -0.284, 0.481], [2.171, -2.702, 2.568], [3.364, -1.860, 2.237], [3.435, -2.224, 0.942], [2.910, -3.470, 0.750], [3.157, -4.234, -0.203], [2.326, -3.850, 1.838], [4.450, -2.236, 2.903], [1.274, -2.187, 2.225], [2.075, -2.835, 3.645], [3.275, -0.785, 2.393], [-1.630, 1.182, -4.657], [-0.996, 1.989, -5.786], [0.356, 1.698, -5.714], [0.562, 1.117, -4.438], [1.713, 0.803, -3.976], [-0.521, 0.839, -3.870], [-1.208, 3.280, -5.559], [-2.133, 0.284, -5.017], [-2.323, 1.701, -3.994], [-1.348, 1.675, -6.769], [-1.210, -0.758, 3.764], [-2.207, -0.218, 4.757], [-1.815, -0.298, 5.912], [-3.255, 0.212, 4.355], [-0.281, -0.219, 3.950], [-1.572, -0.456, 2.781], [-1.208, -1.838, 3.909], [-2.028, 2.816, -1.071], [-3.172, 3.734, -1.170], [-3.769, 4.004, -0.187], [-3.311, 4.280, -2.245], [-1.143, 3.343, -0.713], [-1.857, 2.597, -2.124], [-2.264, 1.991, -0.399], [-2.114, -2.203, -1.403], [-2.650, -3.013, -0.244], [-3.896, -3.113, -0.084], [-1.803, -3.452, 0.478], [-2.744, -2.626, -2.186], [-1.069, -2.430, -1.614], [-2.304, -1.137, -1.283]], "charge": -2, "gap_ha": 0.1965}

---

Entry 2:
{"formula": "C11H22Cl2NO3PS", "method": "ωB97M-V/def2-TZVPD", "species": ["O", "C", "Cl", "C", "S", "P", "O", "Cl", "H", "H", "H", "H", "C", "C", "C", "C", "C", "C", "N", "O", "C", "C", "C", "H", "H", "H", "H", "H", "H", "H", "H", "H", "H", "H", "H", "H", "H", "H", "H", "H", "H"], "xyz": [[8.284, -2.032, -0.114], [7.393, -1.953, -1.108], [7.724, -0.673, -2.456], [6.055, -2.881, -1.293], [5.094, -3.194, 0.298], [3.206, -2.204, -0.002], [2.793, -2.045, -1.687], [3.520, -0.215, 0.710], [5.364, -2.372, -2.101], [6.338, -3.954, -1.716], [4.756, -4.575, 0.411], [2.236, -2.807, -2.024], [-0.685, 2.514, -0.031], [-1.158, 1.102, -0.466], [-2.394, 1.229, -1.396], [-3.674, 1.592, -0.651], [-3.930, 0.622, 0.498], [-2.723, 0.486, 1.464], [-1.423, 0.255, 0.745], [-1.406, -1.090, 0.330], [-2.619, 1.755, 2.352], [-3.050, -0.645, 2.497], [0.043, 0.575, -1.322], [0.094, 2.451, 0.739], [-0.254, 3.065, -0.877], [-1.484, 3.153, 0.339], [-2.561, 0.281, -1.926], [-2.208, 1.981, -2.172], [-3.623, 2.621, -0.280], [-4.521, 1.562, -1.347], [-4.820, 0.951, 1.050], [-4.181, -0.359, 0.073], [-1.675, 1.773, 2.908], [-3.428, 1.786, 3.093], [-2.713, 2.687, 1.798], [-3.266, -1.608, 2.020], [-3.941, -0.394, 3.086], [-2.222, -0.787, 3.202], [0.943, 0.455, -0.707], [0.289, 1.276, -2.129], [-0.171, -0.383, -1.809]], "charge": 1, "gap_ha": [0.2149, 0.2373], "s2": 0.75, "multiplicity": 2}

---

Entry 3:
{"formula": "C11H22ClN5O2S", "method": "ωB97M-V/def2-TZVPD", "species": ["O", "N", "S", "C", "N", "C", "Cl", "N", "N", "H", "H", "H", "H", "C", "C", "C", "C", "C", "C", "N", "O", "C", "C", "C", "H", "H", "H", "H", "H", "H", "H", "H", "H", "H", "H", "H", "H", "H", "H", "H", "H", "H"], "xyz": [[6.922, -1.423, -2.466], [6.349, -0.157, -2.422], [7.305, 1.210, -2.101], [5.035, -0.147, -2.614], [4.239, 0.927, -2.568], [3.036, 0.454, -2.819], [1.618, 1.330, -2.904], [3.032, -0.868, -3.003], [4.337, -1.267, -2.869], [7.721, -1.330, -3.006], [6.838, 1.491, -0.873], [2.256, -1.478, -3.206], [4.656, -2.219, -2.953], [-0.517, 1.382, 0.603], [-1.106, -0.041, 0.426], [-2.223, -0.052, -0.622], [-3.523, 0.584, -0.138], [-3.981, -0.077, 1.163], [-2.912, -0.043, 2.254], [-1.620, -0.591, 1.715], [-1.632, -1.875, 1.692], [-2.766, 1.396, 2.778], [-3.335, -0.892, 3.444], [0.032, -0.925, -0.065], [-0.880, 2.067, -0.165], [-0.736, 1.822, 1.568], [0.573, 1.358, 0.541], [-2.430, -1.090, -0.903], [-1.863, 0.450, -1.523], [-3.397, 1.662, -0.005], [-4.293, 0.460, -0.901], [-4.880, 0.413, 1.541], [-4.254, -1.116, 0.954], [-1.907, 1.484, 3.445], [-3.656, 1.656, 3.349], [-2.675, 2.144, 1.994], [-3.571, -1.913, 3.156], [-4.226, -0.455, 3.892], [-2.550, -0.921, 4.201], [0.821, -1.000, 0.686], [0.461, -0.477, -0.964], [-0.298, -1.932, -0.311]], "charge": 1, "gap_ha": [0.2494, 0.2883], "s2": 0.75, "multiplicity": 2}

---

Entry 4:
{"formula": "C11H22CoGeN2O14P2SSe", "method": "ωB97M-V/def2-TZVPD", "species": ["Co", "O", "P", "O", "O", "O", "P", "O", "O", "O", "H", "H", "O", "C", "O", "C", "C", "N", "N", "C", "C", "O", "O", "H", "H", "H", "C", "Ge", "C", "C", "C", "Se", "C", "H", "H", "H", "H", "H", "H", "H", "H", "H", "H", "H", "H", "H", "H", "C", "S", "O", "O", "O", "H", "H", "H"], "xyz": [[-0.685, 0.366, -0.197], [-0.070, -2.263, 3.260], [0.527, -1.278, 2.133], [1.664, -0.499, 2.632], [-0.654, -0.618, 1.467], [1.123, -2.389, 1.056], [-1.078, -0.401, -2.528], [-2.436, -0.419, -3.404], [0.019, -0.983, -3.352], [-0.923, 1.050, -1.979], [0.207, -1.945, 4.127], [-2.275, -0.949, -4.193], [4.474, 2.384, 0.819], [4.580, 1.339, 0.011], [5.652, 0.929, -0.370], [3.316, 0.671, -0.380], [3.215, -0.407, -1.245], [1.922, -0.735, -1.351], [1.185, 0.080, -0.600], [1.990, 0.939, -0.012], [1.290, 1.995, 0.781], [1.936, 2.850, 1.384], [0.011, 1.914, 0.717], [3.523, 2.612, 1.035], [3.983, -0.928, -1.789], [1.423, -1.284, -2.065], [-3.767, -3.016, -1.419], [-4.353, -1.839, 0.017], [-3.599, -2.352, 1.737], [-6.313, -2.008, 0.173], [-4.139, 0.066, -0.503], [-2.824, 1.280, 0.239], [-3.098, 1.060, 2.141], [-4.276, -3.977, -1.333], [-2.691, -3.163, -1.355], [-4.006, -2.574, -2.387], [-3.716, -3.432, 1.848], [-4.123, -1.858, 2.556], [-2.537, -2.128, 1.781], [-6.588, -3.038, 0.404], [-6.804, -1.726, -0.761], [-6.696, -1.365, 0.968], [-5.098, 0.572, -0.372], [-3.910, 0.082, -1.570], [-2.715, 0.099, 2.460], [-4.160, 1.167, 2.356], [-2.535, 1.860, 2.616], [1.265, -4.864, 1.721], [0.545, -3.765, 0.545], [-0.874, -3.809, 0.694], [1.150, -3.996, -0.728], [-1.336, -1.126, -1.170], [0.959, -5.869, 1.441], [0.885, -4.599, 2.704], [2.346, -4.761, 1.672]], "charge": -1, "gap_ha": 0.3370}

---

Entry 5:
{"formula": "C11H22N2", "method": "ωB97M-V/def2-TZVPD", "species": ["N", "N", "C", "C", "C", "C", "C", "C", "C", "C", "C", "C", "C", "H", "H", "H", "H", "H", "H", "H", "H", "H", "H", "H", "H", "H", "H", "H", "H", "H", "H", "H", "H", "H", "H"], "xyz": [[3.716, -1.839, -1.002], [2.830, -0.772, -1.264], [2.513, -0.101, -0.016], [1.676, -0.917, 0.938], [0.295, -1.147, 0.413], [-0.540, 0.064, -0.036], [-1.755, -0.498, -0.741], [-2.900, 0.526, -0.775], [-3.459, 0.700, 0.641], [-2.350, 0.491, 1.703], [-0.982, 0.928, 1.153], [0.363, 0.886, -0.994], [1.731, 1.166, -0.378], [3.575, -2.482, -1.799], [4.657, -1.521, -1.052], [3.220, -0.079, -1.915], [3.406, 0.233, 0.579], [1.557, -0.401, 1.884], [2.153, -1.878, 1.125], [0.349, -1.844, -0.399], [-0.222, -1.739, 1.175], [-2.146, -1.388, -0.200], [-1.414, -0.797, -1.744], [-3.718, 0.214, -1.450], [-2.598, 1.506, -1.192], [-4.239, -0.068, 0.855], [-3.866, 1.699, 0.776], [-2.251, -0.593, 1.955], [-2.580, 1.011, 2.612], [-0.243, 0.920, 1.968], [-1.115, 2.004, 0.868], [-0.134, 1.802, -1.353], [0.524, 0.294, -1.862], [1.667, 1.744, 0.543], [2.282, 1.874, -1.016]], "smiles": "NNC1CCC2(CCCCC2)CC1", "gap_ha": 0.3680}

---

Entry 6:
{"formula": "C11H22N4O4", "method": "ωB97M-V/def2-TZVPD", "species": ["N", "C", "C", "C", "C", "C", "N", "C", "O", "C", "N", "C", "C", "C", "N", "O", "C", "O", "O", "H", "H", "H", "H", "H", "H", "H", "H", "H", "H", "H", "H", "H", "H", "H", "H", "H", "H", "H", "H", "H", "H"], "xyz": [[5.326, -2.245, -0.760], [4.066, -1.565, -0.798], [3.872, -1.132, 0.662], [2.692, -0.256, 0.994], [2.702, 1.086, 0.298], [1.107, 1.705, 0.200], [0.215, 0.700, -0.192], [-1.040, 0.984, 0.117], [-1.264, 2.107, 0.689], [-2.077, 0.138, -0.240], [-1.489, -1.111, -0.549], [-3.112, 0.338, 0.950], [-4.288, -0.752, 0.920], [-4.908, -0.889, -0.496], [-6.195, -0.363, -0.706], [-4.044, -1.246, -1.412], [1.017, 2.896, -0.699], [2.133, 3.031, -1.312], [0.161, 3.998, -0.553], [5.276, -2.823, 0.120], [5.549, -2.705, -1.653], [4.163, -0.972, -1.648], [3.225, -2.309, -1.235], [3.677, -2.019, 1.188], [4.850, -0.726, 0.939], [1.814, -0.928, 0.756], [2.885, -0.294, 2.104], [3.061, 0.955, -0.699], [3.699, 1.701, 0.426], [0.702, 2.181, 1.083], [0.629, -0.278, -0.349], [-2.452, 0.813, -1.022], [-1.460, -1.649, 0.336], [-2.220, -1.658, -0.960], [-2.556, 0.201, 1.805], [-3.507, 1.440, 0.933], [-3.605, -1.633, 1.152], [-5.127, -0.568, 1.621], [-6.277, 0.026, -1.838], [-6.611, 0.300, 0.012], [-0.590, 3.524, -0.179]], "smiles": "NCCCC[C@H](NC(=O)[C@@H](N)CCC(N)=O)C(=O)O", "gap_ha": 0.3370}

---

Number 1: E_tot -50998.9428 eV. Number 2: E_tot -64553.7410 eV. Number 3: E_tot -46656.1885 eV. Number 4: E_tot -232323.8095 eV. Number 5: E_tot -14743.6081 eV. Number 6: E_tot -25909.7371 eV.